# C12H27O4S

A 3-piece molecular cluster, C12H27O4S overall in a non-equilibrium geometry (wB97M-V/def2-TZVPD, the OMol25 dataset).

Summary:
Highest occupied orbital energy: -11.31 eV
E_LUMO: -5.427 eV
Maximum force: 4.33 eV/Å
Charge: +1
E_tot: -1172.08537 hartree
Gap between HOMO and LUMO: 0.2164 Ha

Last column: Mulliken charge in e.
Element x y z (Å)
C -1.94224 2.00477 3.37641  -0.92
C -0.83743 1.25989 2.41870  -0.10
O -0.43981 -0.08626 2.86280  -0.14
S 0.18961 -0.08888 4.44715  0.34
O 1.66537 0.75402 4.57930  -0.21
C 1.47375 2.20516 4.72702  -0.04
C 2.56076 2.92272 5.76152  -1.05
H -2.87437 2.26760 2.68633  0.31
H -2.33702 1.32751 4.27197  0.24
H -1.48991 3.02394 3.73188  0.24
H -1.30731 1.20175 1.32307  0.32
H 0.17411 1.87439 2.28081  0.27
H -0.75248 0.29694 5.41361  0.29
H 0.38212 2.53222 5.01027  0.22
H 1.69712 2.68907 3.66367  0.26
H 2.45151 2.52003 6.86726  0.31
H 3.65146 2.82891 5.32912  0.32
H 2.29284 4.06645 5.75695  0.33
C 0.24729 -1.59121 0.09710  -0.35
C 0.75052 -2.22029 -1.17638  -0.42
C 1.81222 -1.23657 -1.61767  -0.29
O 2.35401 -0.64733 -0.42755  -0.45
C 1.51219 -0.99917 0.67914  -0.01
H -0.24281 -2.29720 0.77227  0.38
H -0.46486 -0.79186 -0.14001  0.07
H 1.20965 -3.19082 -0.95424  0.28
H -0.02754 -2.37417 -1.92834  0.17
H 1.38153 -0.43177 -2.22279  0.15
H 2.61328 -1.71311 -2.19010  0.30
H 2.05043 -1.73403 1.28767  0.16
H 1.31850 -0.11397 1.29119  0.00
C -1.38921 -1.33422 -6.26013  -0.56
C -2.46315 -0.76148 -5.37167  -0.55
C -1.97864 -1.15685 -3.99378  -0.49
O -0.54614 -1.19755 -4.05218  -0.26
C -0.14379 -1.12443 -5.42696  -0.50
H -1.33053 -0.85763 -7.24191  0.33
H -1.56326 -2.40659 -6.40873  0.27
H -2.47687 0.33096 -5.46366  0.27
H -3.46521 -1.13611 -5.59535  0.33
H -2.33050 -2.15731 -3.72060  0.32
H -2.29567 -0.45202 -3.21972  0.28
H 0.28437 -0.13058 -5.59715  0.28
H 0.62611 -1.87491 -5.62630  0.30